Version i
Density functional theory data (wB97M-V/def2-TZVPD) for an isolated molecule of C5H7NO4.

Properties
- SMILES string = N[C@]1(C=O)[C@H](C(=O)O)[C@@H]1O
- HOMO (eV) = -9.338
- LUMO (eV) = 0.06
- HOMO-LUMO gap (eV) = 9.40

Structure (XYZ):
```
17
Properties=species:S:1:pos:R:3:lowdin_charge:R:1
O 2.840 -0.895 0.946 0.010
C 3.909 -1.529 0.333 -0.231
C 3.718 -2.285 -0.948 -0.052
C 2.417 -2.318 -1.691 -0.445
O 2.245 -3.053 -2.638 0.109
N 3.584 0.097 -1.564 0.111
C 4.391 -0.884 -0.940 -0.365
C 5.864 -0.885 -1.174 -0.185
O 6.451 0.054 -1.659 0.075
H 2.549 -1.411 1.705 0.128
H 4.662 -1.924 1.019 0.162
H 4.368 -3.136 -1.153 0.151
H 3.895 0.432 -2.468 0.109
H 6.414 -1.771 -0.785 0.138
H 3.068 0.786 -0.936 0.140
O 1.344 -1.557 -1.219 0.074
H 1.556 -1.201 -0.334 0.072
```

Version ii
Density functional theory data (wB97M-V/def2-TZVPD) for a structure of composition C5H7NO4.

Properties
- HOMO (eV) = -9.692
- LUMO (eV) = 0.48
- HOMO-LUMO gap (eV) = 10.17

Structure (XYZ):
```
17
Properties=species:S:1:pos:R:3:lowdin_charge:R:1
O 1.734 -1.900 -1.787 0.051
C 1.898 -0.800 -1.291 -0.147
N 0.543 0.179 -0.658 0.003
C -0.664 -0.460 -0.277 -0.247
C -1.263 -0.261 1.062 -0.148
O -0.998 1.097 1.501 0.069
C -1.798 1.574 0.499 -0.458
O -2.163 2.704 0.360 0.153
C -2.016 0.250 -0.153 -0.010
H 2.568 -0.059 -1.767 0.130
H 0.741 1.105 -1.023 0.114
H -0.809 -1.494 -0.604 0.159
H -1.519 -0.994 1.823 0.158
H -2.925 -0.088 -0.643 0.147
H 1.597 0.410 0.728 0.224
O 2.690 -0.273 0.826 -0.217
H 2.384 -0.991 1.405 0.019
```

Most stable: version i (next structure +0.1341 hartree)

Version i
Density functional theory data (wB97M-V/def2-TZVPD) for an isolated molecule of C5H7NO4.

Properties
- SMILES string = O=C(O)COC(=O)[C@H]1CN1
- HOMO (eV) = -10.023
- LUMO (eV) = 0.26
- HOMO-LUMO gap (eV) = 10.29

Structure (XYZ):
```
17
Properties=species:S:1:pos:R:3:lowdin_charge:R:1
O 2.643 0.368 -0.717 0.133
C 1.795 0.313 0.140 -0.379
C 0.945 1.513 0.527 -0.073
O -0.160 1.684 -0.341 0.029
C -1.306 1.001 -0.262 -0.445
O -2.338 1.619 -0.163 0.138
C -1.309 -0.497 -0.137 -0.216
C -1.220 -1.394 -1.325 -0.086
N -0.092 -1.230 -0.441 -0.012
H 0.613 1.428 1.568 0.136
H 1.552 2.421 0.424 0.151
H -1.929 -0.835 0.697 0.152
H -1.780 -2.328 -1.289 0.112
H -1.107 -0.935 -2.311 0.123
H 0.339 -1.823 0.452 0.193
O 1.939 -0.769 1.201 -0.029
H 1.414 -0.535 1.977 0.074
```

Version ii
Density functional theory data (wB97M-V/def2-TZVPD) for an isolated molecule of C5H7NO4.

Properties
- SMILES string = NCCC(=O)C(=O)C(=O)O
- HOMO (eV) = -9.408
- LUMO (eV) = 0.07
- HOMO-LUMO gap (eV) = 9.47

Structure (XYZ):
```
17
Properties=species:S:1:pos:R:3:lowdin_charge:R:1
C 0.781 1.244 -0.725 -0.324
C 1.009 1.739 1.730 -0.447
C 0.998 -0.234 -0.852 -0.137
C -0.386 -0.764 -0.664 -0.177
C -0.010 1.742 0.469 -0.320
N -0.571 -0.284 0.761 0.042
O 1.820 0.875 1.948 0.110
O 1.087 2.042 -1.634 0.104
O 0.804 2.766 2.515 0.165
O -1.032 2.399 0.497 0.075
H 1.449 -0.287 -2.004 0.190
H 1.708 -0.607 -0.129 0.113
H -1.205 -0.231 -1.319 0.172
H -0.432 -1.875 -0.599 0.123
H -1.532 -0.439 1.039 0.120
H 0.062 -0.792 1.304 0.078
H 0.037 3.233 2.167 0.112
```

Version iii
Density functional theory data (wB97M-V/def2-TZVPD) for a structure of composition C5H7NO4.

Properties
- HOMO (eV) = -10.777
- LUMO (eV) = 0.42
- HOMO-LUMO gap (eV) = 11.20

Structure (XYZ):
```
17
Properties=species:S:1:pos:R:3:lowdin_charge:R:1
O -2.459 3.365 3.797 0.003
C -1.244 2.676 3.923 -0.328
C -0.718 2.232 2.596 -0.135
N -0.301 2.277 1.487 0.178
C -0.214 3.477 4.719 -0.124
C 1.249 3.029 4.817 -0.058
O 1.669 4.289 4.201 0.075
C 0.396 4.697 4.044 -0.467
O 0.012 5.710 3.539 0.156
H -2.328 4.239 3.411 0.120
H -1.436 1.745 4.478 0.166
H -0.669 3.725 5.687 0.170
H 1.653 2.940 5.829 0.130
H 1.548 2.186 4.185 0.131
O -3.150 1.498 1.791 -0.171
H -3.431 2.269 2.303 0.000
H -2.365 1.676 0.976 0.153
```

Most stable: version ii (next structure +0.0202 hartree)

Version i
Density functional theory data (wB97M-V/def2-TZVPD) for a cluster of 9 separate species, C5H30N2O8S in total.

Properties
- SMILES string = CNCCNCCS.O.O.O.O.O.O.O.O
- HOMO (eV) = -8.253
- LUMO (eV) = 0.45
- HOMO-LUMO gap (eV) = 8.70

Structure (XYZ):
```
46
Properties=species:S:1:pos:R:3:lowdin_charge:R:1
C -0.808 -0.027 0.745 -0.219
N -0.607 -1.288 -0.008 -0.077
C -0.414 -2.482 0.936 -0.285
C 0.299 -3.644 0.227 -0.520
S 1.855 -3.257 -0.785 0.689
C -1.926 0.818 0.003 -0.239
N -2.214 1.923 0.953 -0.132
C -3.500 2.612 0.977 -0.128
H 0.075 0.666 0.634 0.107
H -1.214 -0.426 1.813 0.155
H 0.164 -1.174 -0.603 0.000
H 0.348 -2.151 1.800 0.132
H -1.420 -2.894 1.284 0.125
H -0.468 -4.089 -0.555 0.101
H 0.672 -4.347 1.019 0.072
H 1.409 -2.240 -1.558 -0.175
H -2.763 -0.007 -0.349 0.116
H -1.659 1.182 -0.955 0.053
H -1.805 1.539 1.895 0.121
H -4.111 2.223 1.749 0.058
H -3.928 2.584 0.002 0.068
H -3.292 3.664 1.057 0.060
H 2.472 -1.318 1.431 -0.010
H 2.289 -0.270 2.473 0.059
O 2.774 -0.462 1.637 -0.043
H 2.338 2.464 0.795 -0.013
H 1.160 3.264 1.355 0.051
O 2.029 2.931 1.557 -0.026
H -1.946 -0.681 -3.004 0.050
H -0.356 -0.363 -2.855 -0.004
O -1.202 -0.095 -3.263 -0.087
H 3.969 1.242 -0.622 0.077
H 3.076 0.632 0.460 -0.016
O 3.069 1.202 -0.309 -0.049
H 0.146 3.532 -3.435 0.064
H -0.957 2.807 -2.597 0.102
O 0.092 2.909 -2.652 -0.127
H 2.083 0.190 -1.588 0.012
H 1.276 0.950 -2.710 -0.013
O 1.598 0.121 -2.431 -0.060
H 0.466 1.358 3.531 0.029
H 1.090 1.506 2.076 0.007
O 0.882 0.914 2.836 -0.078
H -3.681 -1.092 0.575 0.064
H -5.276 -0.702 0.387 -0.030
O -4.491 -0.526 0.765 -0.042
```

Version ii
Density functional theory data (wB97M-V/def2-TZVPD) for a cluster of 9 separate species, C5H30N2O8S in total.

Properties
- SMILES string = NCCNCCCS.O.O.O.O.O.O.O.O
- HOMO (eV) = -8.892
- LUMO (eV) = 0.24
- HOMO-LUMO gap (eV) = 9.13

Structure (XYZ):
```
46
Properties=species:S:1:pos:R:3:lowdin_charge:R:1
C -0.185 -0.298 -2.238 -0.246
C 0.522 1.045 -2.175 -0.520
S -0.630 2.467 -2.189 0.769
C -0.916 -0.711 -0.965 -0.243
N -0.025 -1.264 0.057 -0.079
C -0.777 -1.639 1.257 -0.222
C 0.146 -1.963 2.425 -0.267
N 0.864 -0.819 2.976 0.014
H -0.897 -0.334 -3.062 0.108
H 0.567 -1.056 -2.465 0.109
H 1.171 1.137 -1.308 0.043
H 1.171 1.150 -3.044 0.068
H -0.235 3.032 -1.044 -0.152
H -1.504 0.132 -0.584 0.098
H -1.656 -1.470 -1.221 0.110
H 0.667 -0.563 0.290 0.074
H -1.457 -0.836 1.571 0.111
H -1.371 -2.520 1.016 0.112
H 0.885 -2.712 2.132 0.106
H -0.455 -2.414 3.220 0.106
H 1.624 -0.519 2.368 0.026
H 0.235 -0.031 3.076 0.043
H 3.220 -1.291 -1.447 0.005
H 4.492 -0.550 -1.923 0.060
O 3.537 -0.439 -1.821 -0.075
H -0.202 -4.490 -1.711 0.038
H -0.410 -3.217 -0.882 -0.010
O -0.889 -3.936 -1.333 -0.059
H -3.121 2.017 -2.097 -0.016
H -3.556 3.459 -1.926 0.060
O -3.781 2.559 -1.645 -0.088
H 1.691 3.273 1.450 0.069
H 0.384 2.434 1.412 0.008
O 1.180 2.677 0.885 -0.082
H 2.747 -1.975 0.490 0.035
H 1.667 -2.504 -0.417 0.025
O 2.639 -2.510 -0.307 -0.062
H -3.566 2.333 0.095 0.008
H -4.208 1.749 1.392 0.068
O -3.412 2.181 1.052 -0.067
H -1.890 2.053 1.846 0.009
H -1.220 2.553 3.121 0.066
O -1.033 2.040 2.329 -0.067
H 2.211 1.179 0.764 -0.001
H 3.088 0.267 -0.156 0.009
O 2.693 0.327 0.738 -0.100
```

Most stable: version ii (next structure +0.1715 hartree)